Entry 1:
26
Properties=species:S:1:pos:R:3:forces:R:3:mulliken_charge:R:1 method="wB97M-V/def2-TZVPD" total_charge=+1 smiles="C/[N+](N)=C/NN[C@@H]1C=CC=CC1=S" homo_lumo_gap_ha="0.2637 / 0.2637"
C -4.132 -0.043 -0.329 -0.9 -1.6 -2.1 -0.894
N -2.772 -0.380 0.039 0.0 -0.8 0.8 0.280
N -2.627 -1.201 1.154 0.4 -0.7 0.8 -0.705
C -1.646 0.069 -0.463 0.7 0.0 1.4 0.183
N -0.470 -0.054 0.171 0.4 0.0 -0.5 0.030
N 0.785 0.277 -0.460 -0.5 -0.3 -0.3 -0.688
C 1.961 -0.023 0.458 -0.8 0.1 -0.6 0.575
C 2.616 1.286 0.624 0.1 4.2 2.1 -0.516
C 3.966 1.517 0.578 -2.4 0.4 0.2 -0.458
C 4.728 0.391 0.150 3.3 -0.2 -2.1 -0.217
C 4.228 -0.755 -0.411 0.6 1.8 0.8 -0.598
C 2.898 -1.074 -0.187 -2.8 -1.7 0.5 0.035
S 2.178 -2.563 -0.405 0.6 0.8 -0.3 -0.202
H -4.887 -0.903 -0.369 1.6 0.6 0.4 0.296
H -4.633 0.733 0.181 0.2 1.0 1.2 0.376
H -4.078 0.248 -1.355 -0.1 0.5 -0.8 0.353
H -2.054 -2.034 0.903 -0.8 0.6 0.2 0.235
H -3.554 -1.461 1.482 0.4 -0.1 0.0 0.301
H -1.694 0.529 -1.421 0.3 0.6 -0.5 0.354
H -0.212 -0.526 1.034 -1.6 -0.2 0.1 0.357
H 0.820 -0.415 -1.185 0.5 -0.4 -0.7 0.320
H 1.519 -0.504 1.386 1.0 0.8 -0.6 0.320
H 1.934 2.245 0.871 1.4 -2.5 -0.7 0.197
H 4.371 2.573 0.688 -0.4 -1.8 0.0 0.336
H 5.856 0.525 -0.052 -1.8 0.0 0.6 0.280
H 4.839 -1.337 -1.046 0.5 -0.9 -0.1 0.449


Entry 2:
26
Properties=species:S:1:pos:R:3:forces:R:3:mulliken_charge:R:1 method="wB97M-V/def2-TZVPD" total_charge=+1 homo_lumo_gap_ha=0.2888
C -1.800 0.660 -2.714 -2.2 -0.2 -1.5 -0.916
C -1.458 1.707 -1.717 1.0 1.5 -2.0 0.274
S -0.412 2.920 -2.033 -0.7 -0.6 0.5 -0.161
N -2.122 1.603 -0.483 -0.6 0.9 2.8 -0.084
N -1.672 0.974 0.571 2.2 -2.1 -0.7 -0.458
N -0.591 0.237 0.433 -2.1 2.1 -0.9 0.024
C -0.448 -0.690 1.455 -1.4 0.1 0.6 0.087
C -1.672 -0.993 2.260 1.3 -1.1 2.1 -0.940
C 0.751 -1.239 1.592 -0.6 3.8 -4.0 -0.674
C 1.740 -0.743 0.597 -1.2 -2.0 1.9 1.040
C 3.002 -1.500 0.823 1.1 -0.7 -3.7 -1.613
C 1.597 0.177 -0.292 1.0 0.1 -0.6 0.084
N 2.149 1.012 -1.122 -2.2 -2.1 0.5 -0.237
H -2.899 0.302 -2.643 1.6 0.8 0.1 0.330
H -1.627 0.933 -3.829 0.2 -0.4 2.2 0.311
H -1.248 -0.193 -2.365 0.5 -0.8 -0.3 0.288
H -2.744 2.336 -0.077 0.5 -0.4 -1.4 0.335
H -2.268 -0.082 2.317 -0.1 -0.5 0.3 0.361
H -2.250 -1.862 1.873 0.3 0.7 0.2 0.241
H -1.224 -1.279 3.293 -1.3 0.4 -1.5 0.315
H 1.042 -1.933 2.243 0.9 -2.7 2.5 0.624
H 2.826 -2.555 1.024 -0.3 0.1 0.0 0.406
H 3.701 -1.475 -0.098 -0.7 0.3 1.9 0.353
H 3.306 -1.034 1.697 1.8 0.6 1.6 0.410
H 1.832 0.863 -2.072 0.5 0.9 -0.3 0.313
H 2.491 1.852 -0.733 0.6 1.3 -0.2 0.286


Entry 3:
28
Properties=species:S:1:pos:R:3:forces:R:3:mulliken_charge:R:1 method="wB97M-V/def2-TZVPD" total_charge=+1 homo_lumo_gap_ha="0.2087 / 0.2020"
C 4.251 0.242 0.330 -0.9 0.3 -0.5 -0.179
C 3.602 1.301 0.927 -0.4 -0.7 1.6 -0.613
C 3.573 -0.568 -0.561 2.2 -0.5 -2.7 -0.542
C 2.245 1.522 0.747 0.0 -1.3 -1.3 -0.375
C 2.333 -0.163 -1.035 0.7 0.0 3.0 -0.632
C 1.610 0.729 -0.239 -0.1 0.9 0.0 0.650
C 0.117 0.911 -0.461 2.5 1.7 -3.2 -0.687
C -2.533 -1.295 0.726 -1.0 0.4 -2.1 -0.362
N -3.514 -3.261 0.014 -1.1 -0.8 -0.6 -0.691
N -4.875 2.534 -0.518 -1.6 3.0 0.1 -0.772
N -2.406 -2.721 0.336 -4.1 3.5 1.5 0.377
N -3.953 1.860 -0.239 -6.7 -1.8 -4.2 1.097
N -1.805 -0.478 -0.244 3.1 0.3 0.9 -0.645
N -0.626 -0.014 0.222 -5.9 -3.7 1.4 0.457
O -2.968 1.526 0.177 6.8 -0.5 3.6 -0.523
H 5.295 0.260 0.499 0.9 -1.0 0.2 0.400
H 4.158 1.625 1.790 -0.1 1.4 -0.1 0.333
H 4.173 -1.339 -1.182 -1.1 1.2 1.3 0.255
H 1.679 2.286 1.252 0.0 0.1 0.3 0.371
H 2.005 -0.607 -1.909 -1.3 -0.9 -1.4 0.480
H -0.111 1.913 -0.121 -0.5 0.3 -0.1 0.312
H -0.091 0.798 -1.571 -0.1 0.3 1.3 0.412
H -3.637 -0.969 0.640 1.8 -0.9 0.3 0.325
H -2.145 -1.212 1.684 0.6 0.5 2.2 0.424
H -3.349 -4.108 -0.526 0.1 -0.2 0.1 0.239
H -5.695 2.163 -1.077 1.3 -0.3 0.6 0.297
H -1.581 -2.998 0.006 4.4 -1.6 -1.7 0.222
H -0.514 -0.179 1.235 0.5 0.4 -0.5 0.371


Entry 4:
23
Properties=species:S:1:pos:R:3:forces:R:3:mulliken_charge:R:1 method="wB97M-V/def2-TZVPD" smiles="C=C(C)C(=O)CC.CC#N" homo_lumo_gap_ha=0.3542
C 0.573 -1.732 1.514 0.4 0.2 -0.1 -1.050
C -0.397 -0.834 1.611 0.5 -0.2 0.3 0.894
C -1.575 -1.009 2.523 0.0 0.2 0.2 -1.263
C -0.475 0.393 0.759 -2.9 -1.0 -2.6 0.465
O -0.907 1.449 1.144 0.7 0.0 0.2 -0.581
C -0.779 -0.029 -0.832 0.3 0.7 1.8 -0.561
C -1.181 1.172 -1.668 0.1 0.2 0.2 -1.188
H 0.632 -2.566 2.195 -0.2 -0.3 0.0 0.313
H 1.406 -1.622 0.826 -0.1 0.1 0.1 0.248
H -2.516 -0.945 1.963 0.2 0.0 0.1 0.283
H -1.586 -0.208 3.261 -0.1 0.1 0.0 0.278
H -1.532 -1.967 3.038 0.0 0.0 0.0 0.397
H -1.624 -0.712 -0.723 -0.1 0.0 0.1 0.455
H -0.002 -0.649 -1.273 0.3 0.1 0.1 0.337
H -2.038 1.677 -1.214 0.1 -0.1 -0.1 0.331
H -1.442 0.881 -2.689 0.0 0.0 0.1 0.349
H -0.390 1.926 -1.698 0.0 -0.1 -0.1 0.231
C 2.411 0.754 -1.932 -0.4 -0.1 -0.6 -0.986
C 1.978 0.866 -0.556 1.0 0.4 1.7 0.573
N 1.885 0.982 0.593 0.2 -0.1 -1.3 -0.447
H 2.310 -0.280 -2.267 0.0 0.1 0.0 0.304
H 1.796 1.392 -2.572 0.1 -0.1 0.0 0.278
H 3.455 1.060 -2.002 -0.1 0.0 0.0 0.341


Entry 5:
25
Properties=species:S:1:pos:R:3:forces:R:3:mulliken_charge:R:1 method="wB97M-V/def2-TZVPD" smiles="C#CC(N)=C(O)O.CC(C)C=O" homo_lumo_gap_ha=0.3333
C 0.594 1.876 2.189 3.6 -3.6 -5.4 -0.264
C 1.149 1.262 1.284 -1.6 1.0 1.8 -0.471
C 1.606 0.686 0.064 -0.5 3.2 -0.5 0.226
N 1.627 1.593 -1.091 -2.1 -0.5 -0.1 -0.575
C 2.306 -0.420 0.004 2.9 -1.3 -2.1 0.141
O 3.070 -0.879 -1.121 -1.5 -0.2 3.3 -0.564
O 2.490 -1.167 1.064 -0.8 0.5 0.5 -0.391
H 0.109 2.351 2.881 -2.3 2.4 3.7 0.559
H 0.842 2.299 -1.108 0.6 -1.6 0.2 0.330
H 2.383 2.183 -0.929 1.9 1.2 0.1 0.265
H 2.927 -0.336 -1.879 -0.5 1.0 -0.8 0.364
H 3.162 -1.780 0.848 1.1 -1.4 -0.2 0.370
C -1.958 -0.438 1.247 1.6 2.7 -2.8 -1.482
C -1.515 -0.156 -0.223 0.2 0.0 1.2 0.892
C -2.627 -0.596 -1.157 1.5 -1.5 0.2 -1.850
C -0.280 -0.970 -0.574 -1.5 -1.4 1.1 -0.202
O 0.040 -2.032 -0.079 -0.4 0.4 0.0 -0.575
H -1.796 -1.403 1.456 1.7 -3.7 0.9 0.450
H -2.997 -0.482 1.279 -2.0 1.5 0.7 0.475
H -1.293 0.240 1.756 -0.8 0.1 1.4 0.125
H -1.223 0.942 -0.337 -0.6 -1.3 -0.1 0.151
H -2.341 -0.540 -2.171 0.3 -0.2 -1.4 0.463
H -3.455 -0.023 -1.053 -2.5 2.3 0.4 0.542
H -3.024 -1.589 -0.922 0.7 -0.2 0.0 0.364
H 0.205 -0.620 -1.428 1.1 0.6 -1.9 0.656


Entry 6:
27
Properties=species:S:1:pos:R:3:forces:R:3:mulliken_charge:R:1 method="wB97M-V/def2-TZVPD" total_charge=-1 spin_multiplicity=3 homo_lumo_gap_ha="0.2399 / 0.2492" s_squared=2.0214
C -0.396 0.713 -1.783 -1.4 1.1 -0.1 -0.488
C 0.977 0.927 -1.584 1.0 1.0 0.4 -0.797
C 1.150 1.828 -0.493 -0.1 0.2 -0.8 -0.381
C -0.125 2.186 0.001 -1.1 0.7 -1.8 -0.381
C -1.107 1.542 -0.822 0.8 0.7 -0.1 -0.305
V -0.037 -0.437 0.031 -0.8 7.2 1.7 0.404
N -1.774 -0.839 0.032 -2.0 -2.1 1.0 -0.334
C -0.160 -2.155 -0.625 1.5 -4.1 -1.8 -0.684
C 1.230 -1.662 -0.742 0.1 -2.8 -0.8 -0.631
H 2.086 2.306 -0.184 -0.4 -0.7 0.1 0.361
H 1.787 0.525 -2.179 -0.2 0.1 0.2 0.559
H -0.344 3.034 0.672 0.2 -1.1 0.0 0.437
H -2.200 1.733 -0.778 1.1 -0.6 0.1 0.375
H -0.882 0.189 -2.606 0.3 0.0 0.4 0.408
H 1.561 -1.547 -1.785 0.2 -0.1 0.7 0.247
H -0.311 -2.933 0.112 -0.3 -0.2 0.1 0.270
H -2.523 -1.549 0.279 1.3 1.0 -0.5 0.061
H 1.909 -2.162 -0.034 0.1 0.5 -0.4 0.281
H -0.638 -2.353 -1.570 -0.4 -0.2 -0.1 0.274
C 0.766 -0.497 3.960 0.1 -0.7 0.8 -0.992
S 0.618 0.616 2.574 0.4 1.5 1.6 1.316
O -0.808 0.626 2.224 1.1 -0.5 0.2 -0.571
O 1.138 1.914 3.017 -0.3 -1.1 -0.2 -0.701
O 1.505 -0.018 1.556 -1.2 -0.5 0.1 -0.580
H 0.058 -0.213 4.768 0.4 0.0 -0.6 0.308
H 1.802 -0.471 4.361 -0.6 0.1 -0.4 0.306
H 0.534 -1.533 3.623 0.1 0.8 0.2 0.235